[1]
DFT (ωB97M-V/def2-TZVPD) results for a structure of composition C16H9AsI2NOReS4.

* E_tot: -5247.34154 hartree
* maximum force: 0.8 eV/A
* total charge: 0
* gap between HOMO and LUMO: 0.2262 hartree

The geometry in XYZ format:
```
35
Properties=species:S:1:pos:R:3:forces:R:3
Re 0.10613 -0.49439 0.39239 -0.1 -0.3 -0.7
I -1.12886 -4.56495 -2.64281 0.0 0.0 0.0
C -2.33660 -3.01982 -1.97359 0.0 0.1 0.0
C -3.71638 -3.01327 -2.25736 -0.1 0.0 0.0
C -4.53515 -1.99810 -1.84138 0.0 0.0 0.0
I -6.55897 -2.06278 -2.34136 0.0 0.0 0.0
C -4.00675 -0.91967 -1.08566 0.0 0.0 0.0
C -4.71826 0.20040 -0.60815 0.0 0.0 0.0
C -4.06213 1.16766 0.10206 0.0 0.0 0.0
C -2.69414 1.03055 0.37316 0.0 0.0 0.0
N -2.00188 -0.00682 -0.04874 -0.2 0.1 0.1
C -2.63382 -0.96200 -0.78663 0.0 0.0 0.0
C -1.77649 -1.99095 -1.25171 -0.1 0.0 0.0
O -0.50121 -1.85600 -0.98098 0.0 0.1 0.1
H -4.12662 -3.83420 -2.82937 0.0 0.0 0.0
H -5.77553 0.29034 -0.81857 0.0 0.0 0.0
H -4.57935 2.04398 0.46454 0.0 0.0 0.0
H -2.15506 1.77767 0.93874 0.0 0.0 0.0
S 0.38569 1.42233 -2.34521 -0.1 -0.2 0.1
As 1.77883 1.48949 -0.81768 0.3 0.2 0.0
S 2.25499 -0.75203 -0.25931 -0.1 -0.1 0.3
S 0.47767 1.61823 1.12730 -0.1 0.1 0.1
S 3.48873 2.59222 -0.60414 -0.1 -0.1 0.1
C -0.29168 -1.42492 1.78837 0.5 0.3 0.1
C -0.67060 -2.27006 2.87636 -0.1 0.0 0.0
C -0.14215 -3.56185 2.96561 0.0 0.0 0.0
C -0.54678 -4.39284 3.99472 0.0 0.0 0.0
C -1.47185 -3.94499 4.92899 0.0 0.0 0.0
C -1.99602 -2.66121 4.84349 0.0 0.0 0.0
C -1.59749 -1.81886 3.82173 0.0 0.0 0.0
H 0.57293 -3.89590 2.22567 0.0 0.0 0.0
H -0.14221 -5.39320 4.06877 0.0 0.0 0.0
H -1.78568 -4.60028 5.73079 0.0 0.0 0.0
H -2.71364 -2.31825 5.57652 0.0 0.0 0.0
H -1.99070 -0.81372 3.74511 0.0 0.0 0.0
```
Forces are in eV/Å.

[2]
DFT (ωB97M-V/def2-TZVPD) results for a structure of composition C2H8NO2 at a distorted geometry.

* E_tot: -286.12921 hartree
* maximum force: 5.1 eV/A
* energy above the lowest of the compared OMol25 structures with the same formula, charge and spin: 3.212 eV
* total charge: -1
* gap between HOMO and LUMO: 0.2853 hartree

The geometry in XYZ format:
```
13
Properties=species:S:1:pos:R:3:forces:R:3
C -0.11878 -0.15087 -0.18682 -0.7 -1.5 0.8
O 0.09287 0.74950 -1.18182 0.2 1.4 0.7
C 0.29658 0.46765 1.20692 0.4 4.8 -1.8
N -0.12502 0.02931 2.68378 0.9 -2.1 -3.5
H 0.41496 -1.09623 -0.37711 0.0 -0.1 0.1
H -1.19059 -0.43292 -0.07165 0.1 0.0 -0.1
H 1.37900 0.63659 1.20046 -0.2 -0.2 0.2
H 0.13288 -0.66914 1.80077 -1.0 -1.9 3.8
H -1.14670 0.00971 2.61600 0.1 0.0 0.0
H -0.16215 1.44242 1.06217 0.2 0.4 0.0
H 0.73663 -0.79645 -3.30172 0.1 -0.1 -0.1
H -0.11881 0.35454 -2.12773 0.1 -1.2 -0.6
O -0.19087 -0.54408 -3.32325 -0.1 0.5 0.4
```
Forces are in eV/Å.

[3]
DFT (ωB97M-V/def2-TZVPD) results for the molecule C26H38O6.

* structure (SMILES): CCCCC(=O)O[C@]1(C(=O)CO)CC[C@H]2[C@@H]3CCC4=CC(=O)CC[C@]4(C)[C@H]3[C@@H](O)C[C@@]21C
* E_tot: -1465.01165 hartree
* maximum force: 0.9 eV/A
* energy above the lowest of the compared OMol25 structures with the same formula, charge and spin: 0.113 eV
* total charge: 0
* gap between HOMO and LUMO: 0.3581 hartree

The geometry in XYZ format:
```
70
Properties=species:S:1:pos:R:3:forces:R:3
C 3.89507 5.15414 0.66585 0.2 0.0 -0.2
C 4.98288 4.28686 0.04263 -0.1 -0.1 0.2
C 4.71967 2.79050 0.19964 0.1 0.1 -0.3
C 3.48558 2.31759 -0.57122 0.2 -0.1 0.2
C 3.41330 0.81281 -0.58127 0.2 0.4 -0.2
O 4.34967 0.06847 -0.73653 0.1 0.1 -0.2
O 2.16637 0.37697 -0.40586 -0.5 -0.1 0.1
C 2.00221 -1.05676 -0.40719 0.0 -0.1 0.1
C 3.07642 -1.62367 0.51763 0.0 -0.3 0.0
O 3.25058 -1.13752 1.61266 -0.1 0.0 0.0
C 3.88157 -2.84023 0.10721 0.1 0.0 0.1
O 4.63864 -3.31033 1.18212 0.2 0.0 0.3
C 1.95045 -1.55878 -1.86515 0.1 0.1 0.0
C 0.45770 -1.62047 -2.25458 -0.1 0.2 0.1
C -0.25982 -0.94641 -1.08432 -0.1 -0.4 0.0
C -1.74989 -1.20437 -0.88160 0.3 0.5 -0.2
C -2.51901 -0.80729 -2.14452 -0.1 -0.3 0.1
C -4.03836 -0.85323 -1.94226 0.1 0.2 -0.2
C -4.34215 0.00508 -0.75882 -0.2 0.1 0.0
C -4.95970 1.18424 -0.89053 -0.2 -0.2 -0.4
C -5.06937 2.18602 0.16801 0.3 0.1 0.5
O -5.71904 3.20310 0.04828 0.0 0.0 -0.1
C -4.23865 1.88338 1.39685 -0.2 0.0 0.2
C -4.27139 0.39141 1.69677 0.2 0.1 -0.1
C -3.74971 -0.48031 0.54213 0.0 0.2 0.3
C -4.21942 -1.91330 0.83466 0.0 0.1 0.0
C -2.20974 -0.36433 0.32840 0.0 -0.4 0.4
C -1.36739 -0.61904 1.59809 0.3 0.9 -0.1
O -1.70832 -1.85957 2.17872 -0.2 -0.4 0.2
C 0.14492 -0.50063 1.32261 -0.2 -0.2 0.0
C 0.57496 -1.35623 0.13565 0.2 0.5 0.1
C 0.47995 -2.84494 0.47840 -0.1 0.1 -0.2
H 3.75495 4.89317 1.71248 -0.1 0.0 0.1
H 4.17267 6.20407 0.60995 -0.1 0.1 0.0
H 2.94748 5.02852 0.14833 -0.2 0.0 0.0
H 5.07900 4.52949 -1.01810 0.1 0.0 0.0
H 5.93654 4.51825 0.52142 0.0 0.0 -0.1
H 4.59352 2.54971 1.25709 0.0 -0.1 0.1
H 5.58172 2.23013 -0.16723 0.0 0.0 0.1
H 2.56317 2.70911 -0.14468 0.0 0.0 -0.1
H 3.55874 2.64899 -1.61105 -0.1 0.0 0.0
H 3.22322 -3.64795 -0.22859 0.0 0.1 -0.1
H 4.53475 -2.54182 -0.72613 -0.2 0.0 0.0
H 4.67105 -2.59019 1.83436 -0.1 -0.1 -0.1
H 2.42516 -2.53070 -1.96580 0.1 0.0 0.0
H 2.49769 -0.86200 -2.49936 0.1 -0.1 0.0
H 0.27264 -1.10431 -3.19459 0.0 -0.1 -0.1
H 0.12678 -2.65257 -2.36776 -0.1 -0.1 0.0
H -0.12745 0.13571 -1.20207 0.0 0.0 0.0
H -1.91112 -2.26426 -0.68224 0.0 -0.1 0.0
H -2.24067 -1.47039 -2.96490 0.1 0.0 -0.1
H -2.23833 0.21130 -2.42471 0.1 0.1 0.0
H -4.53985 -0.47469 -2.83396 -0.1 0.0 0.0
H -4.35889 -1.88173 -1.77952 0.0 -0.1 0.0
H -5.38355 1.47421 -1.84325 0.0 0.0 -0.1
H -3.21732 2.22059 1.19946 0.0 0.1 0.0
H -4.62031 2.46081 2.24048 0.0 0.1 -0.1
H -5.31201 0.10877 1.87578 0.0 -0.1 0.1
H -3.71870 0.17332 2.61002 0.0 -0.1 0.0
H -3.96659 -2.17800 1.85600 0.0 0.0 0.0
H -3.76101 -2.64672 0.18217 0.0 -0.2 -0.1
H -5.30008 -1.97015 0.71497 -0.1 0.0 -0.1
H -2.01597 0.68319 0.06474 0.1 0.0 0.0
H -1.60956 0.18094 2.31874 0.0 -0.1 -0.2
H -1.11306 -2.02201 2.91863 0.0 0.0 0.0
H 0.37618 0.54397 1.11261 0.0 0.0 0.1
H 0.69931 -0.78741 2.22007 0.0 0.1 0.1
H 1.13971 -3.07397 1.31326 0.0 -0.1 0.1
H -0.53252 -3.09946 0.77361 0.1 -0.1 0.0
H 0.76475 -3.46908 -0.36273 0.1 -0.2 -0.1
```
Forces are in eV/Å.